No. 1
Here is a structure of composition C17H21NO11P2RuSi2 from OMol25. Energies are from the ωB97M-V functional and the def2-TZVPD basis.

Summary:
Kohn-Sham gap (spin up / spin down) in hartree: 0.2378 / 0.2621
Multiplicity: 5
HOMO level (spin up / spin down) in Eh: -0.095 / -0.120
<S²>: 6.01
Energy relative to the best compared isomer or geometry (same formula, charge and spin) in eV: 0.5261
Total charge: -2

Cartesian coordinates (Å):
Ru1 -1.10448 0.47276 0.26854
C1 -0.49953 -3.87314 -2.83013
Si1 0.32978 -2.23958 -2.52335
C2 0.96372 -1.50196 -4.10433
C3 1.76464 -2.49860 -1.34440
C4 2.67208 -3.43817 -1.86636
C5 3.82080 -3.81087 -1.18991
C6 4.09075 -3.23107 0.04182
C7 3.21395 -2.29460 0.56575
C8 2.03685 -1.90629 -0.09018
Si2 0.91910 -0.69809 0.91104
C9 0.23862 -1.91971 2.19251
C10 2.15337 0.39467 1.84346
H1 -1.08606 -3.82464 -3.74881
H2 -1.19164 -4.09612 -2.01377
H3 0.22818 -4.68477 -2.89822
H4 1.80522 -2.07411 -4.50412
H5 1.29822 -0.47654 -3.92420
H6 0.16615 -1.47303 -4.85173
H7 2.47490 -3.89247 -2.83616
H8 4.49824 -4.54133 -1.61745
H9 4.98341 -3.50819 0.59157
H10 3.44547 -1.85184 1.52919
H11 1.05858 -2.48856 2.64481
H12 -0.45080 -2.62238 1.71582
H13 -0.32153 -1.39974 2.97382
H14 2.55324 -0.11227 2.72802
H15 1.65808 1.30939 2.18030
H16 2.98799 0.68162 1.19627
O1 -0.05217 2.07586 -1.97788
P1 -1.61919 2.16651 -2.35672
O2 -1.86369 3.24467 -3.31067
O3 -2.42798 1.99736 -1.07225
O4 -1.85428 0.71266 -3.16632
P2 -2.16682 -0.70951 -2.55359
O5 -3.12754 -0.45740 -1.32089
O6 -2.65990 -1.68400 -3.52837
O7 -0.77305 -1.14219 -1.87954
H17 0.05841 1.50910 -1.17256
H18 -3.14317 0.53788 -1.13586
O8 -1.73589 6.93392 3.48698
C11 -1.90645 5.83908 4.06425
O9 -2.11010 5.58603 5.26819
C12 -1.65232 4.59986 3.17533
C13 -0.88803 4.70949 2.01764
C14 -0.63103 3.58329 1.26186
N1 -1.11497 2.37964 1.58671
C15 -1.88102 2.26893 2.67527
C16 -2.15003 3.34512 3.50354
C17 -2.44321 0.88648 2.93576
O10 -2.86143 0.61492 4.04921
O11 -2.43267 0.08719 1.91580
H19 -0.51764 5.68257 1.72550
H20 -0.02098 3.62984 0.36698
H21 -2.73217 3.20232 4.40179

These are the Mulliken partial charges, in e, on atoms 1 to 2:
1 Ru 0.703
2 C -1.223



No. 2
Here is a cluster of 2 separate species, C17H21NS2 in total from OMol25. Energies are from the ωB97M-V functional and the def2-TZVPD basis.

Summary:
Kohn-Sham gap in hartree: 0.1195
HOMO level in Eh: -0.213
Total charge: 0

Cartesian coordinates (Å):
C1 -5.58037 -0.31042 -0.52237
C2 -4.76542 -1.60115 -0.58954
C3 -3.31191 -1.38697 -0.16796
N1 -2.68789 -0.29638 -0.90771
C4 -1.29407 -0.25052 -0.87694
S1 -0.39364 -1.60802 -0.44398
S2 -0.44033 1.16272 -1.21040
C5 -3.40910 0.96889 -0.79114
C6 -4.86348 0.82661 -1.24837
H1 -6.57059 -0.47157 -0.96281
H2 -5.72603 -0.03442 0.52504
H3 -5.21111 -2.35567 0.07169
H4 -4.79138 -1.99815 -1.61331
H5 -3.29574 -1.16398 0.91359
H6 -2.74748 -2.31621 -0.33958
H7 -3.41778 1.30617 0.26041
H8 -2.91113 1.74375 -1.39000
H9 -4.89065 0.63926 -2.32989
H10 -5.38825 1.77154 -1.06254
C7 3.83556 1.02204 -1.15050
C8 4.91121 0.39560 -2.11529
C9 5.22910 -0.93447 -1.46956
C10 4.49780 -1.11432 -0.31147
C11 3.66511 0.00468 -0.06328
C12 2.85739 0.20260 1.09399
C13 2.70885 -0.81973 2.06788
C14 1.95808 -0.59980 3.21591
C15 1.33847 0.63681 3.44468
C16 1.47538 1.65786 2.49263
C17 2.21111 1.44972 1.33347
H11 4.20123 1.99234 -0.76751
H12 2.88738 1.24358 -1.66799
H13 4.52292 0.29458 -3.13816
H14 5.79311 1.04742 -2.17634
H15 5.95523 -1.62722 -1.88692
H16 4.53971 -1.97900 0.35191
H17 3.19119 -1.78096 1.89413
H18 1.85741 -1.39443 3.95715
H19 0.75494 0.81107 4.35168
H20 1.01072 2.63179 2.64911
H21 2.29444 2.23439 0.58030

These are the Mulliken partial charges, in e, on atoms 1 to 2:
1 C -0.707
2 C -0.676



No. 3
Here is a structure of composition C17H22AuBr4N4O2S from OMol25. Energies are from the ωB97M-V functional and the def2-TZVPD basis.

Summary:
Kohn-Sham gap in hartree: 0.2267
HOMO level in Eh: -0.406
Energy relative to the best compared isomer or geometry (same formula, charge and spin) in eV: 0.4183
Total charge: +1

Cartesian coordinates (Å):
Au1 -1.20378 -0.69509 -0.35169
Br1 4.39839 -1.55187 4.89252
C1 3.32216 -1.35765 3.37885
C2 3.98635 -1.20209 2.05627
Br2 5.85039 -1.21794 1.99912
C3 3.28811 -1.04512 0.91322
Br3 4.07061 -0.83488 -0.77140
C4 1.82704 -1.02663 0.94794
O1 1.15024 -0.89091 -0.04396
C5 1.12763 -1.19075 2.31936
O2 -0.07107 -1.17713 2.35322
C6 1.98261 -1.35401 3.50713
Br4 1.08571 -1.53687 5.13138
N1 -0.32436 1.56619 -0.47943
C7 -0.10937 2.59517 0.00728
N2 0.13138 3.76352 0.55007
C8 -0.94497 4.75737 0.68737
C9 -0.84766 5.42902 2.04877
C10 0.55250 5.99781 2.27348
C11 1.61133 4.90637 2.12295
C12 1.50502 4.23728 0.76068
H1 -1.89770 4.24824 0.55757
H2 -0.83937 5.50042 -0.11010
H3 -1.08170 4.69870 2.82750
H4 -1.59756 6.21955 2.10324
H5 0.61974 6.45183 3.26220
H6 0.74441 6.79245 1.54523
H7 1.48157 4.15342 2.90496
H8 2.61327 5.32503 2.23072
H9 2.17792 3.38574 0.67597
H10 1.75522 4.95160 -0.03093
C13 -0.34004 -1.46138 -3.74229
C14 -1.84489 -1.67796 -3.73979
N3 -2.22105 -2.88505 -3.00225
C15 -2.75548 -2.93849 -1.79290
S1 -3.24386 -1.52074 -0.88547
N4 -3.02191 -4.12341 -1.24858
C16 -2.72888 -5.42714 -1.83828
C17 -1.26178 -5.82225 -1.71330
H11 -0.10439 -0.56633 -4.31771
H12 0.17937 -2.30621 -4.19812
H13 0.04728 -1.32560 -2.73086
H14 -2.20658 -1.79504 -4.76163
H15 -2.37198 -0.84223 -3.28842
H16 -1.99023 -3.76057 -3.44725
H17 -3.41115 -4.08596 -0.32059
H18 -3.05497 -5.42573 -2.88131
H19 -3.35729 -6.14993 -1.32260
H20 -0.60272 -5.10229 -2.20068
H21 -1.09949 -6.79669 -2.17288
H22 -0.97399 -5.88579 -0.66456

These are the Mulliken partial charges, in e, on atoms 1 to 2:
1 Au 0.865
2 Br -0.075



No. 4
Here is a structure of composition C17H22BrIrNS2 from OMol25. Energies are from the ωB97M-V functional and the def2-TZVPD basis.

Summary:
Kohn-Sham gap (spin up / spin down) in hartree: 0.2274 / 0.2294
Multiplicity: 2
HOMO level (spin up / spin down) in Eh: -0.270 / -0.275
<S²>: 1.00
Total charge: 0

Cartesian coordinates (Å):
Ir1 0.30980 -0.19150 -0.26350
C1 2.71160 -1.29360 2.07550
C2 1.49380 -0.40410 2.10170
C3 1.65700 0.99040 1.97230
C4 3.02780 1.59790 1.97270
C5 0.53020 1.82450 1.87030
C6 0.73870 3.27630 1.53970
C7 -0.75210 1.29500 2.08040
C8 -1.95280 2.19250 2.18740
C9 -0.91930 -0.08680 2.28490
C10 -2.29680 -0.64140 2.51620
C11 0.20240 -0.93800 2.32460
C12 0.02040 -2.37250 2.74300
H1 3.16970 -1.35350 3.06400
H2 3.44630 -0.89880 1.37620
H3 2.45880 -2.29750 1.74270
H4 3.40690 1.70880 0.95490
H5 3.72380 0.97930 2.52860
H6 3.00230 2.57860 2.43770
H7 0.98570 3.85160 2.43380
H8 -0.14370 3.70810 1.07570
H9 1.55860 3.37690 0.83160
H10 -2.56780 1.87840 3.02760
H11 -2.56620 2.14910 1.28500
H12 -1.66380 3.22350 2.35730
H13 -2.58740 -0.53190 3.56200
H14 -2.34700 -1.69110 2.24880
H15 -3.02500 -0.12090 1.90110
H16 -0.35060 -2.98250 1.91800
H17 -0.69800 -2.42400 3.55920
H18 0.95300 -2.80100 3.09500
S1 -2.44580 -0.90520 -0.83060
C13 -2.24580 0.59570 -1.63590
C14 -3.26070 1.18350 -2.40210
C15 -3.05080 2.43280 -2.93410
C16 -1.81900 3.05890 -2.73800
C17 -0.85740 2.40480 -1.99570
N1 -1.06770 1.21380 -1.44130
H19 -4.18860 0.64970 -2.53680
H20 -3.82640 2.92160 -3.50550
H21 -1.62620 4.03460 -3.15360
H22 0.11880 2.84100 -1.82240
Br1 2.32830 0.67960 -1.42320
S2 0.03840 -2.39030 -1.04620

These are the Mulliken partial charges, in e, on atoms 1 to 2:
1 Ir 1.216
2 C -3.159



No. 5
Here is a structure of composition C17H22Cl2I2N2O2SiW from OMol25. Energies are from the ωB97M-V functional and the def2-TZVPD basis.

Summary:
Kohn-Sham gap (spin up / spin down) in hartree: 0.2762 / 0.2005
Multiplicity: 3
HOMO level (spin up / spin down) in Eh: -0.543 / -0.545
<S²>: 2.02
Energy relative to the best compared isomer or geometry (same formula, charge and spin) in eV: 0.1156
Total charge: +2

Cartesian coordinates (Å):
W1 -0.85120 1.04681 -0.28372
I1 4.10205 0.85748 5.51783
C1 2.54807 0.94822 4.21876
C2 1.23344 0.78892 4.68936
C3 0.20211 0.88039 3.80177
I2 -1.74788 0.59445 4.41816
C4 0.45665 1.16774 2.40414
O1 -0.56548 1.32790 1.64007
C5 1.81088 1.25785 1.92612
C6 2.17301 1.53880 0.48274
N1 1.32658 0.80654 -0.49484
C7 1.72277 1.09886 -1.90294
C8 0.59547 0.85872 -2.88171
C9 0.85911 0.81237 -4.23331
C10 -0.18923 0.63618 -5.12236
C11 -1.48055 0.50834 -4.63152
C12 -1.67944 0.58560 -3.27426
N2 -0.66493 0.77094 -2.40990
C13 2.81699 1.15694 2.83776
H1 1.04430 0.59136 5.73521
H2 3.21719 1.26697 0.32298
H3 2.06698 2.60170 0.27308
H4 1.45456 -0.19244 -0.33279
H5 2.59333 0.50509 -2.18150
H6 2.00366 2.15014 -1.95759
H7 1.87745 0.91479 -4.58466
H8 -0.00016 0.59799 -6.18723
H9 -2.32449 0.36101 -5.28990
H10 -2.66884 0.50980 -2.84632
H11 3.84553 1.24224 2.51020
Cl1 -3.27336 0.49751 -0.07970
C14 -2.66244 2.17734 -0.06800
Cl2 -0.18839 3.24676 -0.76244
H12 -2.86015 2.63685 0.89394
H13 -3.07468 2.74531 -0.89306
C15 0.28619 -2.63086 1.85082
Si1 -0.93329 -2.40565 0.47123
C16 -2.66238 -2.60523 1.08387
C17 -0.61155 -3.54446 -0.94587
O2 -0.67758 -0.83512 -0.09207
H14 0.08842 -3.57356 2.36752
H15 0.20917 -1.83097 2.59460
H16 1.31514 -2.66886 1.48189
H17 -2.75947 -3.60675 1.51118
H18 -3.39188 -2.52537 0.27384
H19 -2.92199 -1.88595 1.86527
H20 -0.86446 -4.56676 -0.65400
H21 0.43619 -3.53568 -1.25637
H22 -1.23139 -3.28026 -1.80625

These are the Mulliken partial charges, in e, on atoms 1 to 2:
1 W 1.269
2 I 0.383



Number 1: DFT total energy -78909.525 eV, F_max 1.7 eV/Å. Number 2: DFT total energy -41127.864 eV, F_max 1.4 eV/Å. Number 3: DFT total energy -322732.497 eV, F_max 0.6 eV/Å. Number 4: DFT total energy -114027.120 eV, F_max 2.1 eV/Å. Number 5: DFT total energy -75999.573 eV, F_max 1.8 eV/Å.